Below is a cluster of 22 separate species, C53H128N22O22 in total, with properties calculated with ωB97M-V/def2-TZVPD.

```
225
Properties=species:S:1:pos:R:3
C -0.935 1.526 7.061
O -1.293 2.231 8.037
N -0.156 0.416 7.150
C 0.086 -0.437 6.006
C 0.266 -0.108 8.475
H -1.184 1.745 6.011
H -0.264 0.037 5.090
H -0.469 -1.374 5.970
H 1.128 -0.758 6.010
H -0.282 -0.898 8.988
H 1.274 -0.487 8.307
H 0.256 0.684 9.225
C -5.903 -2.080 -6.858
O -6.038 -2.576 -7.970
N -4.717 -1.779 -6.259
C -4.782 -1.297 -4.921
C -3.441 -1.788 -6.962
H -6.652 -2.004 -6.056
H -4.087 -1.906 -4.342
H -5.794 -1.385 -4.526
H -4.412 -0.280 -4.789
H -3.493 -1.249 -7.908
H -2.681 -1.181 -6.470
H -2.978 -2.763 -7.113
C 3.995 1.037 -4.422
O 4.877 1.379 -5.102
N 2.919 0.339 -4.860
C 2.652 -0.058 -6.226
C 1.849 -0.034 -3.989
H 3.887 1.301 -3.359
H 2.494 -1.123 -6.397
H 3.322 0.342 -6.987
H 1.688 0.315 -6.572
H 1.516 -1.052 -4.191
H 2.105 -0.012 -2.930
H 1.024 0.645 -4.207
C -2.556 -7.335 -2.202
O -3.046 -6.436 -2.883
N -2.593 -7.381 -0.901
C -1.516 -8.096 -0.155
C -3.301 -6.325 -0.113
H -2.035 -8.193 -2.654
H -1.727 -8.678 0.743
H -0.811 -7.356 0.223
H -0.976 -8.792 -0.797
H -4.253 -6.145 -0.611
H -3.549 -6.755 0.857
H -2.858 -5.329 -0.126
C 2.981 -3.299 7.005
O 1.824 -3.282 7.058
N 3.737 -2.799 5.983
C 3.141 -2.056 4.881
C 5.150 -3.227 5.830
H 3.570 -3.800 7.789
H 2.052 -2.019 4.870
H 3.345 -2.503 3.908
H 3.523 -1.039 4.790
H 5.267 -3.681 4.845
H 5.925 -2.461 5.810
H 5.540 -3.852 6.633
C 1.072 4.411 -3.941
O 0.252 4.952 -3.163
N 0.784 4.154 -5.291
C -0.462 4.571 -5.923
C 1.720 3.478 -6.169
H 2.085 4.018 -3.766
H -1.253 4.903 -5.251
H -0.721 3.742 -6.583
H -0.210 5.399 -6.585
H 1.891 4.033 -7.091
H 2.606 3.087 -5.668
H 1.256 2.540 -6.473
C 3.445 -2.082 -1.653
O 2.520 -2.794 -2.045
N 4.754 -2.216 -1.915
C 5.731 -1.172 -1.734
C 5.377 -3.407 -2.510
H 3.193 -1.138 -1.145
H 5.450 -0.225 -1.275
H 6.412 -0.902 -2.541
H 6.431 -1.548 -0.988
H 4.584 -4.102 -2.787
H 5.914 -3.236 -3.443
H 6.010 -3.965 -1.820
C 3.678 2.505 0.004
O 3.122 2.821 -1.036
N 4.710 3.163 0.618
C 5.343 2.605 1.855
C 5.159 4.442 0.091
H 3.307 1.610 0.526
H 5.408 3.425 2.571
H 6.358 2.245 1.689
H 4.794 1.728 2.196
H 6.204 4.441 -0.218
H 4.566 4.808 -0.747
H 4.985 5.278 0.768
C -2.764 3.032 -2.734
O -2.149 1.951 -2.811
N -4.099 3.107 -2.653
C -4.778 4.410 -2.701
C -4.984 1.998 -2.398
H -2.273 4.013 -2.822
H -5.483 4.605 -3.510
H -4.002 5.139 -2.932
H -5.233 4.698 -1.754
H -5.706 1.863 -3.203
H -4.404 1.075 -2.404
H -5.486 2.263 -1.468
O 4.822 -0.960 2.240
C 5.879 -1.452 2.627
N 6.589 -0.884 3.646
C 6.361 -2.818 2.181
H 6.257 0.070 3.658
H 7.471 -1.236 3.991
H 7.080 -2.735 1.367
H 5.409 -3.257 1.883
H 6.813 -3.398 2.986
O 3.877 8.210 -0.357
C 2.978 8.305 -1.069
N 2.944 9.227 -1.982
C 1.890 7.351 -1.182
H 3.722 9.865 -2.070
H 2.207 9.200 -2.672
H 2.176 6.306 -1.065
H 1.499 7.497 -2.189
H 1.238 7.592 -0.342
O -5.608 1.729 1.680
C -4.687 2.351 1.139
N -4.958 3.544 0.614
C -3.228 1.785 1.033
H -5.924 3.796 0.463
H -4.183 4.175 0.465
H -3.054 1.533 -0.013
H -3.130 0.902 1.665
H -2.543 2.552 1.393
O -0.643 -4.049 -5.975
C -0.264 -3.789 -4.817
N 0.948 -4.051 -4.337
C -1.286 -3.408 -3.785
H 1.240 -3.751 -3.418
H 1.708 -4.330 -4.941
H -0.975 -2.569 -3.163
H -1.524 -4.286 -3.184
H -2.273 -3.188 -4.193
O -2.432 6.591 -0.045
C -1.630 5.886 0.567
N -0.659 5.215 -0.062
C -1.842 5.631 2.004
H -0.517 5.422 -1.040
H -0.059 4.622 0.494
H -1.105 4.969 2.457
H -2.858 5.295 2.212
H -1.779 6.482 2.682
O 2.008 2.030 4.199
C 1.547 1.498 3.258
N 2.128 0.469 2.709
C 0.214 1.975 2.533
H 1.639 -0.059 2.000
H 3.059 0.190 2.984
H -0.534 1.184 2.584
H 0.276 2.223 1.473
H -0.193 2.845 3.048
O 2.252 -7.419 -0.199
C 2.294 -6.571 -1.020
N 2.794 -5.426 -0.585
C 1.788 -6.737 -2.390
H 2.559 -4.602 -1.119
H 3.123 -5.382 0.369
H 0.707 -6.606 -2.442
H 1.902 -7.792 -2.641
H 2.201 -6.214 -3.252
O 1.792 4.771 1.696
C 2.316 5.393 2.656
N 2.806 4.749 3.671
C 2.143 6.927 2.839
H 3.287 5.231 4.417
H 2.627 3.755 3.677
H 2.060 7.159 3.901
H 1.230 7.259 2.345
H 2.906 7.454 2.266
O -6.237 -2.318 2.028
C -5.048 -2.390 2.352
N -4.063 -2.341 1.490
C -4.651 -2.677 3.763
H -3.222 -2.858 1.702
H -4.346 -2.165 0.537
H -4.098 -3.611 3.854
H -5.572 -2.709 4.346
H -4.272 -1.832 4.338
O -1.214 -3.055 2.329
C -0.300 -3.886 2.310
N 0.932 -3.422 1.945
C -0.584 -5.345 2.841
H 1.677 -4.104 1.923
H 1.088 -2.505 1.552
H -0.823 -5.146 3.886
H 0.296 -5.974 2.708
H -1.389 -5.779 2.249
O -2.984 3.274 4.492
C -4.096 2.798 4.820
N -5.155 3.568 4.945
C -4.193 1.344 5.044
H -5.121 4.537 4.666
H -5.996 3.130 5.294
H -4.093 0.942 4.036
H -5.243 1.243 5.321
H -3.501 0.945 5.785
O 0.933 -0.768 0.306
C 0.027 -0.262 -0.313
N -0.015 0.999 -0.774
C -1.159 -1.129 -0.683
H 0.773 1.579 -0.524
H -0.768 1.358 -1.344
H -1.768 -1.142 0.221
H -0.887 -2.160 -0.907
H -1.754 -0.640 -1.455
O -6.209 -1.416 -0.995
C -6.412 -2.360 -1.725
N -7.298 -2.319 -2.714
C -5.783 -3.668 -1.383
H -7.650 -1.373 -2.758
H -7.614 -3.109 -3.258
H -5.773 -3.473 -0.311
H -4.714 -3.735 -1.588
H -6.332 -4.541 -1.737
```

2S+1 ... 1
Total charge ... 0
DFT total energy ... -4956.35140 Eh
Frontier orbital gap ... 8.392 eV